{"formula": "C29H54B2N6O5S", "method": "ωB97M-V/def2-TZVPD", "elements": ["C", "C", "S", "C", "C", "C", "N", "C", "C", "C", "C", "C", "C", "C", "C", "C", "C", "C", "C", "N", "C", "C", "C", "C", "C", "C", "N", "B", "N", "O", "B", "O", "O", "H", "H", "H", "H", "H", "H", "H", "H", "H", "H", "H", "H", "H", "H", "H", "H", "H", "H", "H", "H", "H", "H", "H", "H", "H", "H", "H", "H", "H", "H", "H", "H", "H", "H", "H", "H", "H", "H", "H", "H", "C", "N", "C", "C", "O", "H", "H", "H", "H", "H", "H", "H", "C", "N", "C", "C", "O", "H", "H", "H", "H", "H", "H", "H"], "xyz": [[-0.0049, -5.2278, 0.1914], [-1.1902, -4.5846, -0.5396], [-2.0181, -3.3957, 0.5512], [-2.2825, -1.9437, -0.5189], [-2.0614, -0.5648, 0.1710], [-1.3737, -0.7266, 1.4673], [-0.8522, -0.6550, 2.4773], [-1.1963, 0.3370, -0.7184], [0.2278, -0.1536, -1.0111], [1.2840, 0.2864, 0.0040], [1.4729, 1.8170, 0.0928], [2.7898, 2.2981, -0.5407], [3.9171, 2.5226, 0.4629], [4.4590, 1.2695, 1.1755], [4.7110, 1.4655, 2.6955], [3.9375, 0.4658, 3.5577], [2.4452, 0.7570, 3.6800], [2.1463, 2.1828, 4.1658], [0.8135, 2.3258, 4.8727], [0.7883, 1.8570, 6.2523], [-0.0123, 2.4448, 7.2035], [0.1530, 1.7691, 8.3984], [1.0909, 0.7345, 8.1677], [1.4646, 0.8192, 6.8341], [-3.4358, 0.0860, 0.5431], [-4.0642, 0.5393, -0.6725], [-4.5417, 0.9361, -1.6253], [-3.2684, 1.3665, 1.5266], [-3.7242, 1.2345, 2.8778], [-2.7556, 2.5673, 1.0671], [-4.4326, -0.9236, 1.2938], [-5.7307, -1.0701, 0.8310], [-4.0432, -1.6097, 2.4069], [0.3313, -4.6164, 1.0215], [0.8166, -5.4320, -0.4878], [-0.3008, -6.1862, 0.6090], [-1.9044, -5.3716, -0.7560], [-0.8967, -4.1431, -1.4863], [-1.5819, -2.0748, -1.3347], [-3.2730, -1.9797, -0.9646], [-1.1415, 1.3518, -0.3417], [-1.7207, 0.3997, -1.6715], [0.2993, -1.2338, -1.1323], [0.5172, 0.2726, -1.9720], [1.1004, -0.1649, 0.9725], [2.2289, -0.1316, -0.3352], [0.6306, 2.3373, -0.3521], [1.5415, 2.0806, 1.1471], [3.1241, 1.6301, -1.3336], [2.6051, 3.2595, -1.0204], [3.6463, 3.2862, 1.1893], [4.7477, 2.9506, -0.0993], [5.4145, 0.9880, 0.7417], [3.8081, 0.4077, 1.0562], [4.4930, 2.4934, 2.9709], [5.7658, 1.3082, 2.9130], [4.3805, 0.4046, 4.5540], [4.0729, -0.5159, 3.1042], [1.9720, 0.0121, 4.3095], [2.0175, 0.6542, 2.6860], [2.0851, 2.7952, 3.2661], [2.9720, 2.5933, 4.7449], [0.5062, 3.3660, 4.8699], [0.0711, 1.7715, 4.2912], [-0.6463, 3.2925, 7.0243], [-0.3352, 1.9593, 9.3369], [1.4683, -0.0153, 8.8378], [2.1731, 0.1797, 6.3465], [-3.6193, 2.1166, 3.3680], [-3.2558, 0.5126, 3.4193], [-1.9654, 2.7735, 1.5806], [-5.7838, -1.5136, -0.0226], [-4.2895, -2.5393, 2.3172], [-3.4362, 0.2878, -7.1135], [-2.6923, -0.6522, -6.2957], [-3.1029, -1.3243, -5.1923], [-4.5093, -1.0918, -4.7044], [-2.3400, -2.0886, -4.6143], [-3.4895, -0.0755, -8.1412], [-2.9323, 1.2554, -7.1168], [-4.4432, 0.4177, -6.7335], [-1.7393, -0.8567, -6.5515], [-4.6566, -1.6915, -3.8123], [-4.6534, -0.0431, -4.4424], [-5.2470, -1.3890, -5.4507], [1.5415, -2.3113, -6.1594], [1.4119, -1.1613, -5.2845], [2.1659, -0.0315, -5.2476], [3.3024, 0.0784, -6.2379], [1.9243, 0.8518, -4.4407], [0.6159, -2.4428, -6.7225], [1.7061, -3.2055, -5.5568], [2.3644, -2.2023, -6.8574], [0.6694, -1.1728, -4.6000], [3.8032, 1.0284, -6.0817], [4.0223, -0.7272, -6.0896], [2.9277, 0.0427, -7.2615]], "total_energy_ev": -62320.00290, "fmax_ev_per_a": 1.705, "e_lumo_ev": 0.37, "gap_ev": 8.29}